Record 1
{"formula": "C15H17Cl2N5SV", "method": "wB97M-V/def2-TZVPD", "s2": 3.7686, "spin_multiplicity": 4, "homo_ev": [-14.42, -14.41], "lumo_ev": [-7.5, -10.4], "e_above_lowest_kcal_mol": 35.3, "homo_lumo_gap_ev": [6.9, 4.0], "charge": 2, "elements": ["V", "Cl", "C", "Cl", "H", "H", "C", "C", "N", "C", "C", "C", "C", "C", "C", "C", "C", "N", "C", "N", "H", "H", "H", "H", "H", "H", "H", "H", "H", "S", "C", "N", "C", "C", "N", "H", "H", "H", "H", "H", "H"], "xyz": [[-0.545, -0.511, -0.168], [-2.521, -0.850, 0.499], [0.609, -2.296, 0.273], [1.878, -1.345, -0.351], [0.216, -3.070, -0.382], [0.665, -2.477, 1.340], [-1.579, 0.052, -4.215], [-1.447, -0.399, -2.937], [-0.490, 0.106, -2.097], [0.329, 1.080, -2.558], [0.243, 1.592, -3.832], [-0.712, 1.044, -4.667], [1.189, 2.648, -4.297], [1.411, 3.846, -3.770], [0.746, 4.601, -2.656], [1.179, 5.870, -2.388], [0.536, 6.601, -1.404], [-0.519, 6.124, -0.715], [-0.841, 4.884, -1.098], [-0.296, 4.049, -1.992], [-2.345, -0.372, -4.847], [-2.100, -1.165, -2.541], [1.083, 1.457, -1.884], [-0.803, 1.411, -5.684], [1.726, 2.404, -5.208], [2.162, 4.434, -4.290], [2.004, 6.299, -2.942], [0.859, 7.605, -1.157], [-1.708, 4.476, -0.585], [0.292, 1.417, 0.919], [0.261, 1.110, 2.669], [-0.828, 0.955, 3.383], [-0.541, 0.851, 4.837], [1.003, 0.997, 4.872], [1.341, 1.091, 3.425], [-1.746, 0.933, 2.962], [-0.886, -0.106, 5.214], [-1.048, 1.646, 5.373], [1.497, 0.139, 5.313], [1.324, 1.896, 5.388], [2.254, 1.304, 3.057]], "atomic_forces_ev_per_a": [[0.0, 1.6, -0.1], [-0.6, -0.2, 0.3], [1.1, -0.7, 0.0], [0.0, -0.5, 0.1], [-0.1, 0.1, -0.1], [-0.2, 0.1, 0.1], [0.1, 0.1, -0.4], [0.5, 0.2, 0.8], [-0.3, 0.1, -0.6], [-0.3, -0.4, 0.5], [0.4, 0.5, -0.1], [-0.4, 0.0, -0.5], [-0.5, -0.5, 0.1], [0.0, 0.6, 0.3], [-0.3, -1.6, -0.6], [0.4, 0.8, 0.0], [-0.5, 0.1, 0.5], [1.1, -0.5, -1.3], [-1.0, -0.7, 0.7], [0.6, 1.2, 0.1], [0.0, 0.1, -0.1], [0.0, 0.0, 0.1], [0.0, 0.0, 0.2], [0.0, 0.0, 0.0], [0.0, -0.1, 0.1], [0.0, 0.1, 0.1], [0.0, 0.0, 0.1], [0.0, 0.0, 0.0], [0.0, 0.0, 0.0], [0.0, -0.3, 0.5], [0.0, 0.0, -0.6], [-0.2, -0.1, 0.2], [0.1, 0.0, -0.4], [-0.1, 0.0, -0.4], [0.0, 0.1, 0.2], [0.0, 0.0, 0.1], [0.0, -0.1, 0.0], [0.0, 0.1, 0.0], [0.0, -0.1, 0.0], [0.0, 0.1, 0.0], [0.1, 0.0, 0.1]], "lowdin_charge": [0.222, 0.206, -0.475, 0.783, 0.073, 0.064, -0.001, -0.093, -0.097, -0.081, -0.174, 0.052, -0.026, -0.004, -0.262, -0.010, -0.085, 0.107, -0.209, 0.133, 0.133, 0.110, 0.105, 0.144, 0.126, 0.117, 0.123, 0.121, 0.107, 0.683, -0.713, 0.065, -0.060, -0.062, 0.063, 0.140, 0.128, 0.132, 0.127, 0.131, 0.157]}

=====

Record 2
{"formula": "C15H17Cl3N2O2Zn", "method": "wB97M-V/def2-TZVPD", "spin_multiplicity": 1, "homo_ev": -8.51, "lumo_ev": -0.4, "e_above_lowest_kcal_mol": 32.5, "homo_lumo_gap_ev": 8.1, "elements": ["C", "C", "H", "H", "H", "H", "H", "H", "C", "C", "C", "C", "H", "H", "H", "H", "N", "C", "C", "N", "C", "C", "C", "H", "H", "C", "H", "H", "Zn", "C", "H", "H", "H", "Cl", "C", "Cl", "Cl", "C", "O", "O"], "xyz": [[0.656, 0.962, 2.641], [-1.268, -3.008, 2.212], [1.729, 0.976, 2.417], [0.502, 1.001, 3.731], [0.086, 1.783, 2.179], [-1.277, -3.959, 1.661], [-0.205, -2.674, 2.276], [-1.538, -3.250, 3.247], [1.749, 2.113, -0.113], [2.588, 2.789, -1.018], [2.951, 2.133, -2.190], [2.439, 0.853, -2.395], [1.453, 2.588, 0.822], [2.931, 3.785, -0.756], [3.622, 2.596, -2.916], [2.687, 0.292, -3.284], [1.280, 0.890, -0.307], [1.571, 0.258, -1.450], [0.952, -1.063, -1.688], [0.325, -1.668, -0.662], [-0.373, -2.774, -0.926], [0.280, -2.836, -3.220], [-0.440, -3.405, -2.174], [-0.961, -3.177, -0.103], [-1.049, -4.302, -2.279], [0.964, -1.652, -2.971], [1.493, -1.142, -3.762], [0.295, -3.294, -4.207], [-0.159, -0.661, 2.055], [-2.212, -1.953, 1.622], [-3.174, -2.346, 1.305], [-1.820, -1.496, 0.695], [-2.415, -1.129, 2.327], [-3.304, 2.749, -2.258], [-2.437, 2.727, -0.722], [-1.049, 3.851, -0.806], [-3.532, 3.260, 0.565], [-1.816, 1.248, -0.387], [-1.459, 0.656, -1.415], [-1.792, 0.939, 0.837]], "atomic_forces_ev_per_a": [[0.3, 0.3, 1.5], [-0.3, -0.3, 0.6], [-0.4, 0.0, 0.1], [0.3, 0.3, -0.3], [0.2, -0.6, 0.0], [0.2, 0.4, 0.1], [-0.1, -0.4, -0.2], [0.0, 0.1, -0.2], [0.5, 0.2, -0.4], [-0.4, -0.4, 0.3], [-0.2, -0.2, 0.4], [-0.5, -0.3, 0.3], [0.1, 0.0, -0.3], [0.0, -0.1, -0.2], [-0.2, -0.2, 0.2], [0.2, 0.2, 0.0], [-0.1, -0.3, -0.2], [1.0, 1.3, -0.1], [-0.4, -0.9, -0.3], [-0.3, -0.1, 0.0], [0.0, -0.2, -0.5], [0.0, 0.1, 0.4], [0.1, 0.3, 0.5], [0.4, 0.0, -0.4], [0.2, 0.2, -0.1], [-0.1, 0.2, 0.5], [-0.1, -0.1, -0.1], [0.0, 0.1, 0.2], [-0.6, 0.8, -2.3], [0.3, 0.4, -0.3], [-0.1, -0.2, 0.3], [-0.1, 0.0, 0.3], [-0.1, -0.2, -0.1], [0.1, 0.0, 0.0], [0.3, -0.7, 0.6], [-0.1, 0.0, 0.0], [0.0, 0.1, 0.0], [-0.3, 0.0, -0.7], [-0.2, 0.2, 1.2], [0.3, 0.0, -0.9]], "lowdin_charge": [-0.242, -0.166, -0.013, -0.022, -0.007, 0.083, 0.039, 0.084, -0.168, -0.054, -0.056, -0.006, 0.086, 0.104, 0.110, 0.093, 0.115, -0.210, -0.204, 0.117, -0.137, -0.050, -0.045, 0.065, 0.106, 0.002, 0.098, 0.111, 0.906, -0.191, 0.101, 0.033, 0.077, 0.577, -1.504, 0.574, 0.559, -0.783, -0.040, -0.142]}

=====

Record 3
{"formula": "C15H17Cl3N2PtSSi2", "method": "wB97M-V/def2-TZVPD", "spin_multiplicity": 1, "homo_ev": -7.96, "lumo_ev": -0.4, "e_above_lowest_kcal_mol": 0.0, "homo_lumo_gap_ev": 7.5, "elements": ["Pt", "C", "Si", "C", "C", "C", "C", "C", "C", "N", "C", "S", "H", "H", "H", "H", "H", "H", "H", "H", "H", "H", "H", "H", "N", "C", "C", "C", "C", "C", "C", "C", "H", "H", "H", "H", "H", "Cl", "Si", "Cl", "Cl"], "xyz": [[-0.075, 0.075, -0.074], [5.247, 4.677, 0.037], [3.417, 4.278, 0.050], [2.613, 5.014, -1.465], [2.650, 4.932, 1.620], [3.259, 2.394, -0.020], [4.368, 1.563, -0.118], [4.247, 0.178, -0.212], [2.987, -0.373, -0.192], [1.907, 0.406, -0.079], [2.013, 1.752, -0.011], [0.423, 2.466, 0.052], [5.384, 5.760, 0.069], [5.736, 4.313, -0.870], [5.767, 4.255, 0.899], [2.739, 6.099, -1.475], [1.546, 4.791, -1.493], [3.067, 4.613, -2.374], [2.822, 6.008, 1.705], [3.086, 4.451, 2.498], [1.574, 4.755, 1.638], [5.360, 2.000, -0.128], [5.113, -0.462, -0.295], [2.816, -1.437, -0.259], [-2.061, 0.063, -0.116], [-3.204, 0.043, -0.104], [-4.635, -0.003, -0.117], [-5.365, 1.133, 0.227], [-6.747, 1.074, 0.213], [-7.388, -0.107, -0.140], [-6.654, -1.235, -0.478], [-5.271, -1.192, -0.468], [-4.849, 2.044, 0.500], [-7.325, 1.949, 0.479], [-8.469, -0.147, -0.149], [-7.159, -2.152, -0.748], [-4.679, -2.062, -0.719], [-1.861, -3.110, 0.677], [-0.051, -2.201, 0.168], [0.612, -3.308, -1.463], [1.216, -2.792, 1.708]], "atomic_forces_ev_per_a": [[-0.3, 0.1, 0.1], [0.0, 0.0, 0.0], [0.0, 0.0, 0.0], [0.0, 0.0, 0.0], [0.0, 0.0, 0.0], [0.0, 0.0, 0.0], [0.0, 0.0, 0.0], [0.0, 0.0, 0.0], [0.0, 0.0, 0.0], [0.1, 0.0, 0.0], [0.0, 0.0, 0.0], [0.0, 0.0, -0.1], [0.0, 0.0, 0.0], [0.0, 0.0, 0.0], [0.0, 0.0, 0.0], [0.0, 0.0, 0.0], [0.0, 0.0, 0.0], [0.0, 0.0, 0.0], [0.0, 0.0, 0.0], [0.0, 0.0, 0.0], [0.0, 0.0, 0.0], [0.0, 0.0, 0.0], [0.0, 0.0, 0.0], [0.0, 0.0, 0.0], [0.0, 0.0, 0.1], [0.1, 0.0, -0.1], [0.0, 0.0, 0.1], [0.0, 0.0, 0.0], [0.0, 0.0, 0.0], [0.0, 0.0, 0.0], [0.0, 0.0, 0.0], [0.0, 0.0, 0.0], [0.0, 0.0, 0.0], [0.0, 0.0, 0.0], [0.0, 0.0, 0.0], [0.0, 0.0, 0.0], [0.0, 0.0, 0.0], [0.0, 0.1, -0.1], [0.0, -0.1, -0.1], [0.0, 0.1, 0.0], [0.0, 0.0, 0.0]], "lowdin_charge": [0.709, -0.188, 0.501, -0.180, -0.180, -0.232, -0.065, -0.049, -0.136, -0.214, -0.752, 0.536, 0.033, 0.033, 0.035, 0.033, 0.007, 0.036, 0.033, 0.036, 0.007, 0.097, 0.107, 0.067, -0.048, -0.081, -0.204, -0.019, -0.065, -0.064, -0.061, -0.017, 0.124, 0.110, 0.109, 0.111, 0.113, 0.179, -0.825, 0.173, 0.194]}

=====

no.,electronic energy (eV)
1,-84833.7863
2,-108889.5538
3,-86223.0594